17
Properties=species:S:1:pos:R:3:forces:R:3 method="wB97M-V/def2-TZVPD" charge=+1 homo_ev=-12.625 relative_energy_ev=4.4565 gap_ev=9.283 e_tot_ha=-268.141122
C -0.04407 -0.45696 0.78300 -0.17 -2.55 -0.08
C -2.31579 -0.47145 0.00948 4.46 0.35 -0.02
C 1.82089 -1.08477 -0.59706 0.79 -0.81 -0.46
C 1.55431 1.29033 0.19077 0.62 -0.24 0.28
N -2.87593 0.58803 -0.34961 -4.20 1.27 -0.44
N 1.09776 -0.09284 0.21306 -2.61 -1.26 -0.74
H -0.44185 0.12106 1.60299 -0.05 0.21 -0.15
H -0.40535 -1.56559 0.70294 1.51 2.34 0.44
H -2.89378 -1.34053 0.19420 -1.18 -0.48 0.16
H 2.59768 -0.44826 -1.06180 0.19 -1.14 0.29
H 2.18518 -1.92539 0.09838 -0.13 1.47 -1.16
H 1.29881 -1.60252 -1.46918 -0.03 1.04 1.31
H 1.27646 1.87607 -0.70010 0.32 -0.69 -0.09
H 1.02148 1.75513 0.99313 0.14 0.57 0.75
H 2.65571 1.24646 0.36532 -0.92 0.53 -0.17
H -2.63146 1.54820 -0.60775 1.39 -0.74 0.32
H -3.90007 0.56304 -0.36778 -0.13 0.13 -0.26

11
Properties=species:S:1:pos:R:3:forces:R:3 method="wB97M-V/def2-TZVPD" homo_ev="-8.914 / -8.914" relative_energy_ev=3.7875 gap_ev="7.893 / 7.894" e_tot_ha=-376.624608
N 1.30716 0.99147 -1.00002 -0.06 -0.08 -0.25
C 0.29357 0.30195 -0.35849 -0.64 0.91 0.25
C 0.11886 -1.14440 -0.40527 -0.43 -0.77 0.81
O -0.69864 -1.58394 0.40984 0.99 -0.54 -1.29
C -1.24963 -0.05178 1.28238 0.66 2.02 2.31
O -2.40178 -0.10543 1.63574 0.49 -0.03 -0.87
N -0.50311 0.85874 0.48265 -0.51 0.28 -2.33
H 1.07139 1.96446 -1.15425 0.14 -0.12 0.11
H 1.67842 0.55921 -1.83336 -0.04 -0.03 0.06
H 0.71490 -1.83228 -1.00590 0.07 0.04 -0.13
H -0.32668 0.00832 1.95487 -0.67 -1.67 1.32

79
Properties=species:S:1:pos:R:3:forces:R:3 method="wB97M-V/def2-TZVPD" charge=+2 homo_ev=-15.573 relative_energy_ev=0.0000 gap_ev=7.634 e_tot_ha=-1996.455356
Zr -0.30969 0.16256 -0.03655 6.34 -5.79 0.15
O 1.10246 -0.99487 -1.31506 -1.92 2.00 3.45
C 2.04640 -1.75378 -0.52987 -0.77 -0.35 0.03
C 1.69180 -1.90208 1.01222 0.74 -0.49 -1.43
O 0.68968 -1.04114 1.53458 -1.23 2.12 -3.70
H 3.09234 -1.47232 -0.65197 -0.07 1.09 -0.02
H 2.10989 -2.75798 -0.94898 -0.57 -0.25 -0.15
H 2.68476 -1.80286 1.45074 -0.21 0.63 0.89
H 1.48436 -2.96327 1.14988 -0.76 0.06 0.33
C 3.21628 0.08272 -3.97099 0.20 0.65 0.24
N 1.87214 -0.08980 -4.55096 -0.14 -0.48 -1.32
O 1.75004 -0.98611 -5.35329 0.15 -0.55 0.10
O 0.97755 0.68217 -4.29908 -0.34 0.76 0.95
H 3.43406 -0.80948 -3.38393 0.06 0.21 -0.07
H 3.20045 1.01429 -3.40528 0.04 -0.30 0.21
H 3.91168 0.20190 -4.80184 -0.08 -0.28 0.06
C 3.13039 0.18118 4.24662 -0.96 0.38 -0.18
N 2.78472 1.60802 4.63245 0.59 0.03 2.43
O 2.59567 1.89146 5.82316 0.08 -1.08 -1.91
O 2.80377 2.43272 3.75432 -0.30 0.45 -1.03
H 3.18780 0.16546 3.15824 0.46 0.10 0.23
H 2.24855 -0.41718 4.47558 0.31 -0.07 0.51
H 4.03204 -0.12467 4.77725 -0.24 0.06 -0.08
O -0.14576 1.75336 2.06237 -1.32 -2.03 -1.60
C -0.53552 2.58457 2.86359 0.52 2.00 2.67
O -1.05799 2.32284 4.11279 0.65 1.14 -2.93
C -1.64187 1.03471 4.38415 0.63 -0.96 0.65
C -0.55836 0.07963 4.95243 0.19 0.11 0.10
C -0.19185 4.07583 2.59096 -0.35 -0.68 0.48
H -2.14367 0.71435 3.47110 0.28 -0.46 -0.09
H -2.45101 1.19812 5.09597 0.30 0.28 0.13
H 0.09162 0.54080 5.69603 -0.09 0.92 -0.20
H 0.11265 -0.29614 4.18000 -0.27 -0.09 -0.20
H -0.88110 -0.74732 5.58495 -0.82 -0.23 -0.61
H -0.86405 4.79167 3.06405 -0.14 -0.27 -0.09
H -0.09963 4.25047 1.51900 -0.40 -0.18 0.04
H 0.80329 4.30314 2.97321 0.11 -0.39 0.35
O -1.39004 -2.19558 -0.30708 -1.25 -2.14 0.86
C -1.71427 -3.43325 -0.31103 0.66 2.34 1.93
O -2.57048 -4.02991 0.55103 1.50 0.65 -1.70
C -3.04456 -3.29301 1.64497 -1.51 1.82 1.77
C -4.05445 -4.06958 2.48710 0.32 -1.01 -0.60
C -1.01890 -4.39967 -1.17224 -0.59 -0.59 -0.70
H -3.59789 -2.41351 1.31574 0.16 0.17 -0.52
H -2.25020 -2.88018 2.26679 0.51 -0.43 -0.16
H -3.70333 -5.09232 2.62434 -0.01 -0.09 0.02
H -5.00324 -4.12062 1.95296 -0.02 -0.04 0.13
H -4.22557 -3.68310 3.49181 0.19 0.42 -0.25
H -0.00858 -4.59663 -0.81368 0.01 0.26 0.07
H -0.99117 -4.00109 -2.18638 0.23 -0.19 0.10
H -1.56483 -5.34261 -1.14183 0.11 0.02 -0.17
O 1.69503 1.50646 -0.00809 -1.01 0.39 -1.22
C 2.80614 2.04886 -0.13676 1.09 2.00 1.88
O 3.11081 3.27498 -0.61349 -1.46 -1.43 0.50
C 2.04580 4.20968 -1.00612 0.03 -0.33 -0.14
C 1.64253 3.97995 -2.42392 -0.32 0.16 -0.49
C 4.00269 1.48551 0.61331 -0.12 -0.33 -1.27
H 2.42604 5.22710 -0.91455 0.51 -0.32 0.25
H 1.20782 4.13792 -0.31277 0.08 -0.34 0.08
H 1.23309 2.99374 -2.64267 -0.10 -0.07 0.19
H 2.46677 4.13981 -3.11902 0.03 0.11 0.11
H 0.88152 4.73626 -2.61618 -0.10 -0.07 -0.38
H 4.06921 0.46745 0.22962 0.31 -0.27 0.60
H 3.82643 1.55052 1.68700 -0.36 -0.17 -0.12
H 4.94025 2.00695 0.42046 -0.28 0.08 -0.28
O -1.70544 -0.46209 -2.22944 -0.94 1.47 -0.53
C -2.04039 -0.84699 -3.36592 -0.17 -0.52 -1.34
O -3.04810 -0.41183 -4.20518 2.21 -0.89 2.52
C -3.98316 0.51862 -3.68052 -0.98 1.14 0.65
C -5.20873 0.59939 -4.55681 -0.54 -0.24 -0.16
C -1.33733 -2.03195 -3.98865 0.33 0.16 0.26
H -3.51337 1.49065 -3.53035 0.21 0.09 -0.42
H -4.32558 0.24822 -2.68166 0.23 -0.52 0.12
H -5.02161 0.87240 -5.59535 0.16 0.05 0.14
H -5.93544 1.28974 -4.12855 0.31 0.41 0.01
H -5.77908 -0.32936 -4.54189 0.36 -0.31 -0.15
H -1.96884 -2.91380 -3.88083 -0.24 0.06 -0.02
H -0.41266 -2.21779 -3.44226 -0.02 0.13 -0.04
H -1.11044 -1.93205 -5.05008 -0.19 0.31 0.09